No. 1
# C6H15NO2

A 2-piece molecular cluster, C6H15NO2 overall (wB97M-V/def2-TZVPD, OMol25).

XYZ file:
```
24
C6H15NO2 (wB97M-V/def2-TZVPD)
O 3.09078 1.81554 -0.57812
O -0.72786 0.47733 -1.62425
N 0.19106 -0.29083 0.29540
C -1.98566 0.78730 0.46038
C 0.98699 -2.46906 -0.73542
C -0.82160 0.27675 -0.39481
C 1.25070 -0.98728 -0.45632
C 0.44965 -0.03944 1.66192
C -3.07417 1.37883 -0.42320
H -2.48470 -0.02731 1.01968
H -1.55129 1.48667 1.20041
H -0.46257 -0.18526 2.26459
H -3.23274 1.05746 -1.46636
H -3.97651 1.13318 0.16164
H 1.24864 -0.67942 2.07258
H -2.93312 2.47269 -0.40964
H 3.84964 1.61342 0.01477
H 1.73718 -3.07023 -1.27618
H 3.14474 1.13812 -1.28978
H 0.03618 -2.50845 -1.29308
H 0.76366 1.01438 1.74831
H 0.82948 -2.91605 0.26058
H 2.16119 -1.03545 0.17148
H 1.51034 -0.44288 -1.38457
```

Its HOMO energy is -9.02 eV. Its total charge is 0. Its molar mass is 133.2 g/mol. The value obtained for the electronic energy is -12049.946 eV. The calculation puts the energy above the lowest of the compared OMol25 structures with the same formula, charge and spin at 33.79 kcal per mole. Its structure (SMILES) is CCC(=O)N(C)CC.O. The HOMO-LUMO gap is 9.676 eV.

Löwdin atomic charge list, values in e, 5 entries:
1. O -0.083
2. O 0.032
3. N -0.124
4. C -0.174
5. C -0.081

---

No. 2
# C76H70BrGeIrN13O3

C76H70BrGeIrN13O3 as an isolated structure (wB97M-V/def2-TZVPD, OMol25).

XYZ file:
```
165
C76H70BrGeIrN13O3 (wB97M-V/def2-TZVPD)
Ir -0.01817 0.69415 -0.42008
Br -0.70632 3.33897 2.49711
Ge -2.98909 0.85777 1.41234
O 3.68444 4.89899 2.00751
O -1.59363 2.33907 -2.92698
O -0.36810 -1.99717 -2.38389
N -0.79880 -1.54239 0.26752
N 0.93295 1.14577 1.68087
N 3.37004 4.95381 4.16442
N 1.48987 -1.00622 -0.93646
N -0.76873 2.84201 -0.51907
N 3.97435 2.14301 -1.84350
N 4.37914 4.12739 3.92571
N -2.12912 0.44410 -4.09483
N -0.87103 0.23960 -2.25554
N -0.83088 5.01929 -0.44283
N 1.87561 1.90645 -1.33428
N -2.09603 4.61439 -0.48998
N 3.29168 2.58855 -2.89409
C 1.77406 6.19494 2.72259
C 0.06366 6.68967 1.09047
C -0.03574 3.95114 -0.46438
C -4.61430 0.66184 0.15667
C 6.73236 1.38228 0.25973
C -1.22438 -4.06534 1.46924
C -5.40929 -0.07124 -1.98763
C 2.95615 5.42196 3.02080
C -1.85523 -0.93959 3.52158
C -2.01120 -2.05315 0.41444
C 4.63987 -3.96996 -1.14504
C -0.85618 -0.98056 -2.82308
C -4.39896 3.41371 2.10740
C 1.15092 0.17354 -6.62911
C 5.91016 -3.29275 -0.60451
C -0.06126 -2.17329 -5.76445
C 2.72884 0.35993 3.10303
C 0.91513 -2.21501 -6.74118
C -3.91909 3.22630 4.84148
C 3.11648 1.72905 -0.91050
C -2.63678 -1.93947 -4.42145
C -3.81008 -3.95271 -3.81775
C 6.99209 1.44267 1.62305
C -4.14545 -1.39242 2.94510
C 5.41881 2.16593 -1.76923
C 2.42200 -0.96001 -1.88201
C 2.48562 1.34605 4.04830
C -4.35767 0.22132 -1.13306
C -1.01864 -5.30808 3.60745
C -3.39901 -1.85364 -5.58674
C 2.03420 2.43788 -2.57150
C -0.63555 7.39152 2.06758
C -4.75435 4.45803 2.95021
C -0.12850 7.49445 3.35584
C -1.57256 -0.88231 -4.20186
C -4.20570 -2.33362 3.95906
C -1.37722 -5.42870 2.11808
C -2.86160 -2.98412 -3.53435
C 1.29675 6.14739 1.41218
C 0.04630 -3.52061 1.29721
C -1.91906 -1.87783 4.53606
C 2.51041 -3.00745 -0.14607
C 1.05230 6.86779 3.70698
C 4.32041 -5.19546 -0.28243
C -0.51046 6.42675 -0.28696
C 0.70822 2.08113 2.61264
C -3.79688 2.29895 2.65295
C 3.52718 -2.94494 -1.09013
C 1.52713 -1.04599 -7.17869
C 6.31813 2.33610 2.43480
C -0.40145 -6.41897 1.45498
C -3.56128 2.17590 4.00881
C 5.83386 2.26864 -0.32157
C -2.26998 -3.31105 0.94007
C -2.04081 3.31546 -0.54983
C 4.85974 -4.41138 -2.59927
C 3.44019 -1.88736 -1.99978
C -2.80273 -5.96911 1.98577
C 1.45271 2.22034 3.78195
C -5.91598 0.87994 0.57725
C 5.21998 3.22392 0.47412
C -3.10276 -2.56427 4.76386
C 1.48948 -2.06252 -0.11022
C -6.96513 0.59887 -0.28751
C 0.23360 -2.33561 0.59548
C 5.42245 3.23315 1.85334
C -4.56179 -3.87089 -4.97803
C -4.52013 4.35256 4.30961
C 4.57677 4.10017 2.63909
C -1.54483 1.14444 -3.09247
C -0.45888 -0.94684 -5.22951
C 0.17508 0.22424 -5.65359
C -6.71173 0.12355 -1.56302
C -4.34576 -2.82418 -5.86205
C -2.97182 -0.67868 2.73925
C 1.95012 0.31092 1.96346
H -3.28595 -3.67006 0.94238
H -0.01634 -4.90946 3.74036
H -0.67936 8.04623 4.09829
H -4.82250 5.15316 4.96855
H -0.62219 -7.42614 1.79834
H 1.89579 5.66381 0.65339
H 5.07528 -5.95904 -0.44051
H 4.54929 3.94995 0.03551
H -5.20482 -0.43509 -2.98423
H 3.91922 -4.71992 -3.05004
H 2.14984 -0.46657 1.24592
H -7.97957 0.76402 0.04288
H 0.63004 -6.20249 1.72243
H -5.12054 -2.87873 4.13130
H 5.81948 1.25544 -2.22554
H -1.71885 -4.65477 4.12064
H 2.48103 -3.83269 0.53918
H -2.28079 -3.05736 -2.62635
H 6.17760 -2.42405 -1.20098
H 5.54209 -5.25575 -2.62790
H -0.93017 -0.40089 3.34209
H -0.10844 1.18496 -5.24599
H -2.91630 2.70965 -0.66506
H -3.52193 -5.32048 2.48165
H -3.72081 3.15179 5.90105
H -1.05449 -6.28858 4.07524
H 1.03177 3.99271 -0.43286
H 1.20541 3.01039 4.47378
H -2.51670 0.92654 -4.89138
H -3.22208 -1.05975 -6.29848
H 3.50690 -0.36915 3.25576
H -0.49842 -6.39604 0.37161
H -3.16903 -3.27102 5.57716
H 5.76311 -2.97143 0.42435
H -4.89672 -2.77496 -6.78972
H -3.08053 -6.07777 0.94031
H -1.57907 7.85768 1.82682
H 1.61806 1.08539 -6.96751
H 1.21856 2.71540 -3.20652
H -3.33781 0.10569 -1.47811
H 3.05958 1.43381 4.95673
H -6.13007 1.25753 1.56817
H -2.83131 -1.45860 0.04051
H 6.73764 -3.99569 -0.62766
H 2.29024 -1.08140 -7.94185
H 1.19384 -3.16296 -7.17257
H 6.46743 2.35160 3.50261
H 3.40339 1.31622 0.03221
H 0.19623 6.72546 -1.06587
H 2.32653 -0.17019 -2.61440
H 7.23166 0.64481 -0.35075
H -7.53005 -0.07518 -2.23876
H 5.29233 -3.61789 -3.20325
H -0.54079 -3.08312 -5.43629
H -5.00954 -1.21096 2.31913
H -3.96040 -4.77017 -3.13011
H 7.70528 0.76308 2.05908
H 1.42839 6.89394 4.71636
H 4.14988 -1.78304 -2.80473
H -1.05486 -2.06817 5.15450
H -1.44460 6.97171 -0.42956
H -5.20754 5.34314 2.52796
H -4.59261 3.49616 1.04719
H 3.35661 -5.62111 -0.55269
H -2.86657 -6.95135 2.44740
H 4.32798 -4.94524 0.77668
H 5.76159 3.01917 -2.36283
H 0.89926 -4.07122 1.65434
H -3.09692 1.29443 4.42800
H -5.30181 -4.62629 -5.19433
```

Its HOMO energy is -14.48 eV. Its total charge is +3. Its molar mass is 1558.2 g/mol. The value obtained for the electronic energy is -234836.327 eV. The calculation puts the energy above the lowest of the compared OMol25 structures with the same formula, charge and spin at 96.62 kcal per mole. The HOMO-LUMO gap is 4.522 eV.

Löwdin atomic charge list, values in e, 5 entries:
1. Ir 1.379
2. Br 1.016
3. Ge 1.259
4. O 0.121
5. O 0.056

---

No. 3
# C4H9N

One molecule with the formula C4H9N (wB97M-V/def2-TZVPD, OMol25).

XYZ file:
```
14
C4H9N (wB97M-V/def2-TZVPD)
N -1.26615 0.88121 0.59615
C 0.30598 -0.58820 -0.63732
C 0.98488 0.74124 -1.11450
C 0.47085 -0.89574 0.84369
C -0.84532 -0.48085 0.34634
H 0.44518 -1.95739 1.12836
H 0.50201 1.31297 -1.91837
H 0.35686 -1.44528 -1.33759
H -2.28487 1.00743 0.12255
H 1.04750 1.38382 -0.26584
H -1.62062 -1.29717 0.29244
H -1.19627 1.19946 1.77255
H 2.00609 0.43502 -1.41101
H 1.09387 -0.29652 1.58256
```

Its HOMO energy is -8.78 eV. Its total charge is 0. Its molar mass is 71.1 g/mol. The value obtained for the electronic energy is -5781.848 eV. The calculation puts the energy above the lowest of the compared OMol25 structures with the same formula, charge and spin at 45.30 kcal per mole. Its structure (SMILES) is C[C@H]1C[C@H]1N. The HOMO-LUMO gap is 9.851 eV.

Löwdin atomic charge list, values in e, 5 entries:
1. N -0.043
2. C -0.272
3. C -0.080
4. C -0.134
5. C -0.442

---

No. 4
# C2HNO3

One molecule with the formula C2HNO3 (wB97M-V/def2-TZVPD, OMol25).

XYZ file:
```
7
C2HNO3 (wB97M-V/def2-TZVPD)
O -1.39732 -1.25326 0.73145
O 1.69237 -0.21894 -0.16858
O 0.76530 -1.12389 0.36090
N 0.92051 0.96985 -0.54636
C -0.47530 -0.60634 0.32734
C -0.30784 0.78934 -0.28365
H -1.19772 1.44325 -0.42110
```

Its HOMO energy is -11.12 eV. Its total charge is 0. Its molar mass is 87.0 g/mol. The value obtained for the electronic energy is -9718.435 eV. The calculation puts the energy above the lowest of the compared OMol25 structures with the same formula, charge and spin at 92.10 kcal per mole. Its structure (SMILES) is O=c1cnoo1. The HOMO-LUMO gap is 10.850 eV.

Löwdin atomic charge list, values in e, 5 entries:
1. O 0.133
2. O -0.021
3. O 0.074
4. N 0.128
5. C -0.458

---

Repeat the third record exactly.
# C4H9N

One molecule with the formula C4H9N (wB97M-V/def2-TZVPD, OMol25).

XYZ file:
```
14
C4H9N (wB97M-V/def2-TZVPD)
N -1.26615 0.88121 0.59615
C 0.30598 -0.58820 -0.63732
C 0.98488 0.74124 -1.11450
C 0.47085 -0.89574 0.84369
C -0.84532 -0.48085 0.34634
H 0.44518 -1.95739 1.12836
H 0.50201 1.31297 -1.91837
H 0.35686 -1.44528 -1.33759
H -2.28487 1.00743 0.12255
H 1.04750 1.38382 -0.26584
H -1.62062 -1.29717 0.29244
H -1.19627 1.19946 1.77255
H 2.00609 0.43502 -1.41101
H 1.09387 -0.29652 1.58256
```

Its HOMO energy is -8.78 eV. Its total charge is 0. Its molar mass is 71.1 g/mol. The value obtained for the electronic energy is -5781.848 eV. The calculation puts the energy above the lowest of the compared OMol25 structures with the same formula, charge and spin at 45.30 kcal per mole. Its structure (SMILES) is C[C@H]1C[C@H]1N. The HOMO-LUMO gap is 9.851 eV.

Löwdin atomic charge list, values in e, 5 entries:
1. N -0.043
2. C -0.272
3. C -0.080
4. C -0.134
5. C -0.442

---

- What is the formula in the fourth record?
  C2HNO3

---

- electronic energy of number 4 (C2HNO3)?
  -9718.435 eV

---

- Which of these has the lowest HOMO-LUMO gap?
  C76H70BrGeIrN13O3